Entry 1:
C43H52As3ClCoNO3PSe | wB97M-V/def2-TZVPD

```
106
C43H52As3ClCoNO3PSe wB97M-V/def2-TZVPD
Co -0.182 0.302 -1.472
C -0.353 -1.019 3.979
As -0.629 -1.461 2.096
C -2.388 -2.311 2.304
C 0.612 -3.010 2.207
C 0.731 -4.022 1.070
C -0.561 -4.813 0.893
C 1.183 -3.369 -0.253
As 0.021 -2.293 -1.441
C 1.272 -2.453 -2.947
C -1.275 -3.608 -2.094
C 1.880 -5.008 1.412
As 2.176 -5.952 3.132
C 0.390 -6.304 3.874
C 2.677 -4.462 4.316
H -0.489 -1.905 4.602
H -1.057 -0.248 4.284
H 0.662 -0.640 4.096
H -2.335 -3.205 2.926
H -2.809 -2.565 1.332
H -3.042 -1.577 2.777
H 0.308 -3.521 3.122
H 1.580 -2.535 2.387
H -1.393 -4.171 0.607
H -0.839 -5.313 1.819
H -0.446 -5.577 0.120
H 1.538 -4.161 -0.921
H 2.043 -2.724 -0.048
H 1.421 -3.504 -3.200
H 2.227 -2.006 -2.671
H 0.878 -1.927 -3.814
H -0.833 -4.604 -2.098
H -1.546 -3.323 -3.108
H -2.175 -3.612 -1.484
H 2.838 -4.490 1.280
H 1.875 -5.811 0.668
H -0.137 -7.027 3.253
H -0.221 -5.410 3.995
H 0.548 -6.754 4.855
H 3.328 -3.775 3.776
H 3.232 -4.869 5.160
H 1.816 -3.910 4.688
O -1.534 -0.813 -3.798
N -0.938 0.354 -3.323
C -0.113 0.906 -4.144
C 0.510 2.235 -4.055
C 1.257 2.595 -5.180
C 1.872 3.831 -5.268
C 1.738 4.733 -4.224
C 1.003 4.386 -3.100
C 0.381 3.146 -2.990
P -0.483 2.617 -1.471
C -2.198 3.132 -1.832
C -2.493 4.408 -2.314
C -3.802 4.776 -2.581
C -4.831 3.865 -2.374
C -4.546 2.591 -1.909
C -3.233 2.225 -1.640
C 0.128 3.770 -0.213
C -0.686 4.661 0.478
C -0.160 5.435 1.504
C 1.179 5.323 1.844
C 1.995 4.425 1.166
C 1.470 3.646 0.150
H -1.246 -0.948 -4.717
H 0.118 0.369 -5.070
H 1.356 1.888 -5.996
H 2.453 4.086 -6.144
H 2.209 5.706 -4.279
H 0.925 5.086 -2.278
H -1.693 5.119 -2.485
H -4.020 5.769 -2.950
H -5.855 4.149 -2.581
H -5.344 1.877 -1.752
H -3.013 1.230 -1.274
H -1.739 4.737 0.236
H -0.804 6.117 2.043
H 1.586 5.926 2.646
H 3.035 4.316 1.444
H 2.101 2.918 -0.348
Se -1.430 1.256 1.608
C -2.650 1.656 3.008
C -4.017 1.401 2.871
C -4.900 1.721 3.892
C -4.429 2.296 5.065
C -3.071 2.551 5.212
C -2.187 2.233 4.193
H -4.380 0.954 1.954
H -5.957 1.521 3.772
H -5.117 2.545 5.862
H -2.699 2.999 6.125
H -1.128 2.432 4.301
Cl 5.879 -0.713 -4.658
C 4.870 -0.537 -3.249
C 3.825 0.371 -3.274
C 3.017 0.491 -2.153
C 3.248 -0.272 -1.014
C 4.323 -1.153 -1.006
C 5.132 -1.302 -2.123
C 2.332 -0.192 0.203
O 2.736 -0.662 1.266
O 1.181 0.318 -0.001
H 3.648 0.972 -4.156
H 2.194 1.195 -2.161
H 4.509 -1.725 -0.106
H 5.958 -2.000 -2.127
```

* frontier orbital gap (spin up / spin down): 6.14 / 6.42 eV
* ⟨S²⟩: 3.79
* multiplicity: 4
* LUMO level (spin up / spin down): -0.47 / -0.96 eV

Atom charges from the Mulliken analysis, given in e for atoms 1 to 5: 0.052, -1.309, 1.328, -1.264, -1.834

---

Entry 2:
C20H39Cl2N6SbY | wB97M-V/def2-TZVPD

```
69
C20H39Cl2N6SbY wB97M-V/def2-TZVPD
Y -12.923 -5.737 -8.992
C -10.625 -4.715 -10.601
N -11.245 -5.348 -11.798
C -10.420 -6.326 -12.401
C -12.586 -5.108 -12.077
N -13.343 -4.764 -11.003
C -14.526 -3.895 -11.043
C -14.861 -3.130 -12.162
C -16.098 -2.550 -12.115
C -16.957 -2.601 -11.009
C -16.516 -3.248 -9.852
C -15.169 -3.696 -9.801
N -14.594 -4.092 -8.582
C -14.758 -3.159 -7.597
N -15.163 -3.572 -6.351
C -14.844 -2.907 -5.102
C -16.053 -4.763 -6.287
N -14.490 -1.821 -7.856
C -13.509 -1.391 -8.895
C -15.150 -0.721 -7.139
N -13.088 -5.471 -13.290
C -14.409 -6.104 -13.364
C -12.497 -4.928 -14.564
H -9.574 -4.862 -10.710
H -10.882 -5.069 -9.622
H -10.947 -3.633 -10.601
H -9.854 -6.900 -11.619
H -9.682 -5.889 -13.141
H -10.924 -7.049 -13.002
H -14.292 -3.178 -13.085
H -16.472 -2.066 -12.990
H -17.912 -2.077 -10.933
H -17.193 -3.276 -9.012
H -15.802 -2.457 -4.726
H -14.106 -2.132 -5.264
H -14.333 -3.551 -4.407
H -16.748 -4.784 -7.146
H -16.644 -4.613 -5.375
H -15.385 -5.703 -6.221
H -13.911 -0.519 -9.376
H -13.353 -2.138 -9.681
H -12.505 -1.280 -8.481
H -16.022 -1.111 -6.700
H -15.422 0.139 -7.788
H -14.456 -0.274 -6.398
H -14.334 -7.138 -12.972
H -14.704 -6.188 -14.405
H -15.261 -5.636 -12.856
H -11.915 -5.680 -15.085
H -12.050 -3.937 -14.416
H -13.314 -4.714 -15.270
Cl -14.824 -7.559 -8.323
C -13.806 -8.898 -9.220
Cl -12.080 -8.224 -9.739
H -14.264 -9.186 -10.171
H -13.565 -9.643 -8.483
C -10.694 -4.075 -4.622
Sb -10.945 -5.167 -6.452
C -10.749 -7.108 -5.610
C -8.940 -4.811 -7.283
H -9.749 -4.161 -4.098
H -11.470 -4.252 -3.906
H -10.828 -2.998 -4.815
H -9.778 -7.549 -5.443
H -11.276 -7.738 -6.297
H -11.242 -7.109 -4.607
H -8.263 -5.239 -6.500
H -8.709 -3.751 -7.428
H -8.815 -5.322 -8.238
```

* frontier orbital gap: 6.21 eV
* relative energy (zero: lowest compared OMol25 entry of this formula, charge and spin): 177.5 kJ/mol
* total charge: +3
* LUMO level: -9.75 eV

Atom charges from the natural (NBO) analysis, given in e for atoms 1 to 5: 1.797, -0.373, -0.409, -0.441, 0.707

---

Entry 3:
ClH4Na2O2 | wB97M-V/def2-TZVPD

```
9
ClH4Na2O2 wB97M-V/def2-TZVPD
Na 7.394 -0.491 -4.706
Na 12.283 2.520 -3.934
Cl 9.925 0.869 -4.299
O 9.363 3.276 -6.812
H 10.121 3.844 -6.951
H 9.548 2.825 -5.989
O 9.459 0.605 -0.927
H 9.227 1.213 -1.628
H 8.620 0.275 -0.607
```

* frontier orbital gap: 8.86 eV
* total charge: +1
* LUMO level: -4.31 eV

Atom charges from the natural (NBO) analysis, given in e for atoms 1 to 5: 0.991, 0.989, -0.972, -0.938, 0.460

---

Entry 4:
C2H14NO4S | wB97M-V/def2-TZVPD

```
22
C2H14NO4S wB97M-V/def2-TZVPD
C -0.722 0.069 1.369
C -1.419 -1.181 0.829
S -0.116 -2.341 0.005
N -0.590 1.135 0.337
H 0.288 -0.205 1.726
H -1.183 0.560 2.231
H -2.073 -0.981 -0.005
H -1.840 -1.832 1.576
H -1.384 1.268 -0.275
H 0.157 0.845 -0.282
H 2.201 0.218 0.287
H 2.179 -1.310 -0.195
O 2.662 -0.465 -0.217
H 0.598 -0.841 -1.927
H 1.231 0.355 -2.549
O 0.581 -0.324 -2.770
H -0.833 0.288 -2.059
H -1.994 -0.491 -1.621
O -1.817 0.374 -2.005
H 0.904 2.109 1.546
H 1.390 1.040 2.287
O 1.783 1.707 1.712
```

* frontier orbital gap: 7.26 eV
* relative energy (zero: lowest compared OMol25 entry of this formula, charge and spin): 81.5 kJ/mol
* total charge: -1
* LUMO level: 3.68 eV

Atom charges from the natural (NBO) analysis, given in e for atoms 1 to 5: -0.244, -0.497, -0.771, -0.895, 0.179

---

Entry 5:
C9H14O | wB97M-V/def2-TZVPD

```
24
C9H14O wB97M-V/def2-TZVPD
C 2.219 2.108 -0.612
C 0.352 -0.365 -2.727
C 0.798 0.935 -2.136
C 0.175 -1.405 -1.904
C 1.444 0.801 -0.934
C 0.939 -1.531 -0.729
C 1.602 -0.426 -0.298
O -0.318 -2.595 -2.378
H -0.079 -0.154 -3.684
H 0.690 1.792 -2.686
H -1.119 -2.346 -3.059
H 0.938 -2.325 -0.114
H 2.527 1.822 0.375
H 1.413 2.922 -0.464
H 2.148 -0.393 0.712
H 2.990 2.259 -1.455
C -2.138 0.242 3.406
C -1.965 -0.509 2.069
H -1.858 1.328 3.323
H -3.195 0.345 3.854
H -1.746 -0.240 4.319
H -2.882 -1.079 1.880
H -1.190 -1.301 2.059
H -1.743 0.118 1.184
```

* frontier orbital gap: 9.35 eV
* relative energy (zero: lowest compared OMol25 entry of this formula, charge and spin): 254.6 kJ/mol
* SMILES: Cc1ccc(O)cc1.CC
* LUMO level: 0.80 eV

Atom charges from the natural (NBO) analysis, given in e for atoms 1 to 5: -0.639, -0.278, -0.170, 0.263, -0.048

---

Entry 6:
C15H29AgAs2IN5 | wB97M-V/def2-TZVPD

```
53
C15H29AgAs2IN5 wB97M-V/def2-TZVPD
Ag 0.732 -0.109 1.316
C 4.409 2.841 -1.850
N 3.691 1.599 -1.607
C 4.316 0.370 -2.063
C 2.807 1.506 -0.559
N 2.344 0.396 -0.095
N 2.461 2.700 0.044
C 1.192 2.804 0.734
N 1.345 2.989 2.083
N 0.130 2.800 0.045
H 5.099 2.679 -2.674
H 4.975 3.186 -0.981
H 3.732 3.633 -2.180
H 4.914 0.588 -2.943
H 3.558 -0.353 -2.367
H 4.954 -0.086 -1.300
H 2.681 -0.416 -0.589
H 2.674 3.532 -0.478
H 2.199 2.624 2.472
H 0.518 2.815 2.642
H -0.693 2.847 0.646
C -2.776 0.791 -0.794
As -1.459 -0.602 -0.427
C -1.652 -1.569 -2.126
C -2.500 -1.800 0.728
C -3.805 -1.486 1.102
C -4.513 -2.297 1.974
C -3.923 -3.443 2.483
C -2.625 -3.761 2.118
C -1.900 -2.946 1.252
As -0.054 -3.407 0.779
C -0.378 -5.255 0.215
C 0.642 -3.808 2.562
H -3.685 0.389 -1.242
H -2.307 1.492 -1.484
H -3.012 1.319 0.128
H -2.695 -1.829 -2.303
H -1.048 -2.475 -2.107
H -1.294 -0.926 -2.930
H -4.277 -0.589 0.723
H -5.522 -2.029 2.260
H -4.466 -4.084 3.166
H -2.170 -4.657 2.526
H -0.923 -5.815 0.974
H 0.581 -5.739 0.031
H -0.954 -5.252 -0.710
H -0.017 -4.483 3.108
H 0.757 -2.876 3.112
H 1.620 -4.278 2.451
I -1.810 1.313 3.234
C -0.295 -0.282 3.177
H -0.916 -1.164 3.329
H 0.253 -0.097 4.100
```

* frontier orbital gap: 7.40 eV
* relative energy (zero: lowest compared OMol25 entry of this formula, charge and spin): 9.3 kJ/mol
* LUMO level: 0.43 eV

Atom charges from the natural (NBO) analysis, given in e for atoms 1 to 5: 0.670, -0.416, -0.429, -0.411, 0.642

---

Entry 7:
C26H23N3O3S | wB97M-V/def2-TZVPD

```
56
C26H23N3O3S wB97M-V/def2-TZVPD
C 1.256 0.511 3.226
H 1.874 0.787 4.088
O 1.710 -0.676 2.625
C 1.657 -1.827 3.344
C 1.213 -1.940 4.651
C 1.175 -3.178 5.276
C 1.585 -4.311 4.605
C 2.036 -4.214 3.296
C 2.078 -2.987 2.660
O 2.525 -2.790 1.375
C 2.257 -3.776 0.412
C 0.742 -4.065 0.271
N -0.020 -2.865 0.483
C 0.119 -1.736 -0.247
C -0.612 -0.700 0.309
C -0.720 0.646 -0.118
C -0.166 1.237 -1.211
C 0.613 0.563 -2.158
N 1.248 0.049 -2.970
C -0.419 2.691 -1.422
O -1.112 3.345 -0.664
N 0.205 3.226 -2.499
H 0.705 2.621 -3.134
C -0.019 4.596 -2.912
C -0.915 4.659 -4.106
C -2.258 4.444 -4.150
C -2.788 4.522 -5.457
C -1.839 4.791 -6.388
S -0.276 4.949 -5.691
H -1.955 4.908 -7.447
H -3.829 4.387 -5.689
H -2.844 4.240 -3.272
H -0.491 5.096 -2.060
H 0.942 5.070 -3.130
H -1.311 1.306 0.507
C -1.237 -1.251 1.483
C -2.070 -0.720 2.463
C -2.479 -1.538 3.494
C -2.081 -2.874 3.558
C -1.263 -3.426 2.595
C -0.836 -2.603 1.561
H -0.964 -4.461 2.663
H -2.419 -3.487 4.379
H -3.120 -1.144 4.268
H -2.388 0.311 2.416
H 0.734 -1.723 -1.125
H 0.548 -4.468 -0.728
H 0.427 -4.799 1.014
H 2.649 -3.352 -0.515
H 2.790 -4.715 0.616
H 2.361 -5.104 2.778
H 1.557 -5.275 5.089
H 0.820 -3.247 6.292
H 0.878 -1.069 5.190
H 1.343 1.279 2.459
H 0.210 0.427 3.537
```

* frontier orbital gap: 7.69 eV
* relative energy (zero: lowest compared OMol25 entry of this formula, charge and spin): 86.5 kJ/mol
* SMILES: COc1ccccc1OCCn1cc(/C=C(\C#N)C(=O)NCc2cccs2)c2ccccc21
* LUMO level: -0.19 eV

Atom charges from the natural (NBO) analysis, given in e for atoms 1 to 5: -0.256, 0.177, -0.501, 0.342, -0.299

---

Entry 8:
C17H22HgN2P2SSbSe4 | wB97M-V/def2-TZVPD

```
50
C17H22HgN2P2SSbSe4 wB97M-V/def2-TZVPD
Hg 0.230 -0.280 0.985
C -0.866 -3.397 -1.221
P -1.385 -1.884 -0.331
C -2.472 -2.616 0.940
C -2.340 -0.924 -1.478
C -2.764 -1.453 -2.720
C -3.343 -0.695 -3.704
C -3.518 0.722 -3.495
C -3.096 1.280 -2.311
C -2.517 0.535 -1.264
P -1.744 1.325 0.133
C -1.623 3.103 -0.288
C -2.912 1.419 1.536
H -0.278 -3.135 -2.099
H -1.726 -3.998 -1.520
H -0.246 -3.985 -0.544
H -3.224 -3.246 0.462
H -2.960 -1.829 1.513
H -1.867 -3.194 1.641
H -2.624 -2.513 -2.912
H -3.653 -1.155 -4.634
H -3.959 1.343 -4.264
H -3.216 2.351 -2.184
H -2.610 3.553 -0.412
H -1.043 3.241 -1.200
H -1.112 3.604 0.535
H -3.828 1.928 1.226
H -2.432 1.949 2.361
H -3.145 0.421 1.903
N 0.970 -0.049 -2.325
C 2.085 0.268 -1.605
N 2.115 0.312 -0.317
C 3.411 0.565 0.173
C 3.779 0.662 1.505
C 5.112 0.896 1.795
C 6.063 1.045 0.784
C 5.702 0.962 -0.549
C 4.366 0.717 -0.837
S 3.613 0.540 -2.403
H 0.084 0.021 -1.830
H 0.930 0.282 -3.274
H 3.060 0.545 2.313
H 5.388 0.951 2.841
H 7.099 1.223 1.043
H 6.435 1.075 -1.339
Se 3.289 0.930 5.227
Sb 1.355 -0.498 5.663
Se -0.053 -0.578 3.363
Se 1.850 -2.832 6.093
Se -0.381 0.496 7.025
```

* frontier orbital gap (spin up / spin down): 3.70 / 4.46 eV
* ⟨S²⟩: 0.76
* multiplicity: 2
* relative energy (zero: lowest compared OMol25 entry of this formula, charge and spin): 109.6 kJ/mol
* total charge: -2
* LUMO level (spin up / spin down): 3.40 / 3.39 eV

Atom charges from the natural (NBO) analysis, given in e for atoms 1 to 5: 1.194, -0.943, 0.789, -0.953, -0.572

---

So what do the calculations give for electronic energy? Going down the list: -13243.193366 -2311.990944 -937.537118 -838.537112 -426.475799 -5778.913708 -1792.737256 -11850.903470 hartree.